{
  "formula": "C34H96N12O10",
  "method": "the ωB97M-V functional and the def2-TZVPD basis",
  "symbols": ["C", "O", "C", "C", "C", "N", "H", "H", "H", "H", "H", "H", "H", "H", "H", "H", "H", "C", "O", "C", "C", "C", "N", "H", "H", "H", "H", "H", "H", "H", "H", "H", "H", "H", "C", "O", "C", "C", "C", "N", "H", "H", "H", "H", "H", "H", "H", "H", "H", "H", "H", "C", "O", "C", "C", "C", "N", "H", "H", "H", "H", "H", "H", "H", "H", "H", "H", "H", "C", "O", "C", "C", "C", "N", "H", "H", "H", "H", "H", "H", "H", "H", "H", "H", "H", "C", "O", "C", "C", "C", "N", "H", "H", "H", "H", "H", "H", "H", "H", "H", "H", "H", "C", "O", "C", "C", "C", "N", "H", "H", "H", "H", "H", "H", "H", "H", "H", "H", "H", "C", "O", "C", "C", "C", "N", "H", "H", "H", "H", "H", "H", "H", "H", "H", "H", "H", "N", "C", "N", "O", "H", "H", "H", "H", "N", "C", "N", "O", "H", "H", "H", "H"],
  "positions_angstrom": [[-5.361, -0.037, 0.029], [-5.646, -1.291, -0.578], [-4.512, -1.846, -1.234], [-4.262, -1.167, -2.611], [-5.487, -1.157, -3.500], [-3.027, -1.730, -3.270], [-6.013, 0.130, 0.925], [-5.578, 0.729, -0.749], [-4.327, 0.082, 0.409], [-3.651, -1.733, -0.619], [-4.713, -2.951, -1.311], [-3.982, -0.113, -2.380], [-6.399, -1.112, -2.841], [-5.610, -2.133, -4.020], [-5.525, -0.303, -4.190], [-3.151, -2.708, -3.376], [-2.279, -1.369, -2.780], [0.783, 1.415, 5.618], [1.782, 1.695, 4.564], [1.711, 2.960, 3.929], [2.612, 3.024, 2.764], [2.409, 4.384, 2.038], [2.296, 1.994, 1.791], [0.649, 2.334, 6.187], [1.252, 0.609, 6.193], [-0.193, 1.080, 5.199], [0.724, 3.168, 3.522], [2.031, 3.798, 4.592], [3.696, 2.989, 3.066], [2.150, 5.169, 2.726], [1.661, 4.193, 1.235], [3.351, 4.766, 1.597], [2.793, 2.101, 0.877], [2.417, 1.043, 2.092], [1.193, -0.763, -4.329], [2.473, -0.992, -4.030], [3.024, -2.209, -4.452], [4.495, -2.122, -4.227], [5.052, -0.785, -4.866], [5.103, -3.386, -4.772], [0.906, -1.066, -5.300], [0.998, 0.308, -4.099], [0.558, -1.197, -3.555], [2.582, -2.976, -3.864], [2.811, -2.359, -5.506], [4.755, -1.947, -3.183], [4.626, 0.119, -4.425], [4.820, -0.739, -5.974], [6.100, -0.762, -4.674], [6.061, -3.506, -4.450], [5.246, -3.218, -5.776], [3.691, -4.522, 6.107], [3.222, -3.318, 5.576], [2.656, -3.393, 4.242], [2.060, -2.049, 3.934], [1.291, -2.118, 2.647], [2.993, -0.943, 4.045], [3.582, -4.598, 7.195], [4.785, -4.578, 5.844], [3.205, -5.385, 5.540], [3.454, -3.656, 3.564], [1.854, -4.097, 4.206], [1.297, -1.860, 4.699], [0.571, -2.972, 2.611], [1.956, -2.252, 1.753], [0.711, -1.185, 2.455], [3.574, -0.902, 4.910], [2.618, -0.021, 3.912], [2.558, -6.278, -1.848], [1.195, -5.895, -1.815], [0.892, -5.060, -0.740], [-0.572, -4.808, -0.623], [-1.224, -4.037, -1.793], [-0.683, -4.162, 0.702], [2.831, -6.899, -0.963], [3.246, -5.414, -1.846], [2.701, -6.888, -2.768], [1.130, -5.560, 0.183], [1.438, -4.104, -0.783], [-1.125, -5.794, -0.511], [-0.951, -4.563, -2.710], [-0.670, -3.099, -1.968], [-2.297, -3.868, -1.630], [-1.633, -4.006, 0.947], [-0.190, -3.268, 0.626], [-2.482, -2.084, 2.515], [-3.755, -2.443, 2.890], [-4.465, -1.420, 3.467], [-5.745, -1.867, 4.133], [-6.879, -1.968, 3.117], [-6.188, -0.940, 5.124], [-2.097, -1.171, 2.902], [-2.469, -1.963, 1.445], [-1.761, -2.857, 2.801], [-3.908, -0.969, 4.232], [-4.680, -0.696, 2.720], [-5.590, -2.807, 4.659], [-6.635, -2.694, 2.390], [-6.887, -0.983, 2.625], [-7.877, -2.210, 3.471], [-6.740, -0.238, 4.691], [-5.420, -0.590, 5.698], [-1.780, 1.508, -4.050], [-1.281, 2.825, -3.948], [-1.645, 3.445, -2.802], [-1.509, 4.960, -2.786], [-0.045, 5.414, -3.003], [-2.078, 5.502, -1.521], [-2.888, 1.611, -3.958], [-1.392, 0.804, -3.295], [-1.543, 1.178, -5.087], [-2.707, 3.259, -2.630], [-1.163, 3.035, -1.848], [-2.158, 5.345, -3.568], [0.147, 6.510, -3.066], [0.364, 5.028, -3.965], [0.568, 4.960, -2.162], [-1.354, 5.812, -0.874], [-2.612, 6.347, -1.694], [5.674, 4.062, -0.453], [4.436, 3.388, -0.171], [3.465, 3.448, -1.159], [3.658, 2.400, -2.281], [2.414, 2.698, -3.196], [3.562, 1.115, -1.633], [5.464, 5.032, -1.009], [6.293, 3.409, -1.028], [6.172, 4.313, 0.473], [2.507, 3.214, -0.671], [3.321, 4.433, -1.568], [4.564, 2.571, -2.900], [1.455, 2.775, -2.608], [2.325, 1.972, -3.971], [2.507, 3.731, -3.591], [4.440, 1.024, -1.078], [3.422, 0.346, -2.234], [-3.138, 5.139, 3.186], [-2.951, 4.334, 2.127], [-1.644, 4.215, 1.689], [-3.867, 3.878, 1.476], [-2.446, 5.266, 3.900], [-4.076, 5.188, 3.495], [-1.056, 5.025, 1.905], [-1.617, 4.005, 0.660], [0.793, 0.281, -0.830], [-0.477, 0.128, -0.434], [-0.937, 1.028, 0.474], [-1.270, -0.714, -0.951], [1.215, 1.193, -0.547], [1.188, -0.014, -1.681], [-1.851, 0.793, 0.957], [-0.461, 1.821, 0.918]],
  "mulliken_charge": [-0.37, -0.50, 0.06, 1.29, -1.39, -0.52, 0.18, 0.33, -0.08, -0.33, 0.27, -0.30, 0.29, 0.36, 0.28, 0.37, -0.15, -0.76, -0.23, -0.99, 0.79, -1.06, 0.07, 0.37, 0.23, 0.20, 0.37, 0.26, 0.23, 0.49, -0.03, 0.14, -0.19, 0.11, -0.61, 0.06, -0.93, 0.49, -1.17, -0.71, 0.53, -0.18, 0.09, 0.39, 0.33, 0.29, 0.14, 0.28, 0.42, 0.29, 0.29, -0.71, -0.31, -0.85, 0.97, -1.44, -0.67, 0.22, 0.25, 0.29, 0.42, 0.50, 0.05, 0.41, 0.35, 0.17, 0.28, 0.14, -0.71, -0.36, -0.86, 0.40, -0.77, -0.37, 0.31, 0.27, 0.25, 0.47, 0.27, 0.36, 0.48, -0.14, 0.14, 0.22, -0.06, -0.36, -0.44, -0.26, 0.39, -1.28, -0.65, 0.43, -0.09, 0.26, 0.29, 0.06, 0.28, 0.35, 0.19, 0.37, 0.25, 0.25, -0.59, -0.48, 0.28, -0.18, -0.96, -0.50, 0.50, 0.02, 0.24, 0.56, -0.45, 0.41, 0.40, 0.31, -0.05, 0.21, 0.26, -0.90, -0.24, -0.94, 0.46, -1.11, -0.14, 0.35, 0.31, 0.26, -0.28, 0.87, 0.38, -0.17, 0.33, 0.52, 0.30, -0.09, -0.42, 0.43, 0.02, -0.61, 0.20, 0.26, 0.29, -0.18, 1.08, -0.90, 0.65, 0.34, -0.45, -0.25, 0.03, -0.23],
  "lumo_energy_ev": 0.24,
  "homo_ev": -8.20,
  "homo_lumo_gap_ha": 0.310,
  "fmax_ha_per_bohr": 0.0841,
  "total_energy_ha": -2762.331736,
  "spin_multiplicity": 1,
  "de_lowest_kj_mol": 250.4,
  "smiles": "COC[C@H](C)N.COC[C@H](C)N.COC[C@H](C)N.COC[C@H](C)N.COC[C@H](C)N.COC[C@H](C)N.COC[C@H](C)N.COC[C@H](C)N.NC(N)=O.NC(N)=O"
}